(1)
36
Properties=species:S:1:pos:R:3:forces:R:3:nbo_charge:R:1 method="wB97M-V/def2-TZVPD" charge=-1 relative_energy_ev=1.933 max_force_ev_per_a=4.44 e_homo_ev=-5.33
N 2.41736 1.89552 -1.02873 1.5667 -0.4523 0.7567 -0.86
C 1.11937 2.44502 -1.07318 -2.4968 1.8874 1.8318 -0.03
C 0.25157 2.12488 -2.29687 2.0033 -0.0959 -2.0369 -0.63
C 0.37731 2.20073 0.34128 1.3484 1.5716 -0.5482 -0.21
N 0.17697 0.80244 0.60907 1.7971 -0.9277 -2.8154 -0.69
C 0.56818 0.34468 1.90641 -1.4952 -0.3247 1.9461 -0.25
C 1.02759 -1.16915 1.85019 0.8480 1.8289 0.0762 -0.04
O 0.06411 -2.06516 1.50504 -0.1286 -0.4325 0.0643 -0.89
H 2.69771 1.55395 -0.09372 -0.4086 0.4757 -0.7116 0.36
H 2.48636 1.10673 -1.62189 0.0343 -0.9950 -0.6976 0.39
H 1.22047 3.57172 -1.11960 -0.1820 -0.8141 0.1566 0.15
H -0.59868 2.78178 -2.29776 -0.6907 -0.0006 0.2577 0.20
H 0.88160 2.56268 -3.19684 -1.1051 -1.2004 1.3375 0.19
H -0.00004 1.04078 -2.51739 0.3582 1.4653 0.5092 0.25
H -0.55086 2.78163 0.43139 -0.0148 -0.1145 -0.3348 0.17
H 1.08534 2.73685 1.08370 -0.7424 -1.0149 -0.6369 0.15
H 0.77434 0.27073 -0.14832 -1.4666 1.1965 1.9956 0.38
H -0.38404 0.40736 2.56502 1.3588 -0.4246 -0.6644 0.19
H 1.26062 1.06874 2.47331 -0.1630 -1.1133 -1.0046 0.15
H 1.40574 -1.31238 2.86434 0.3883 -0.4817 0.2226 0.14
H 1.88534 -1.23391 1.10996 -0.3746 0.2458 0.7058 0.13
H -2.53425 -1.24539 2.98004 -1.6249 1.7759 -1.2876 0.46
H -1.10015 -1.88994 2.53880 -2.1587 -0.0377 1.6376 0.51
O -1.91639 -1.85410 3.27081 3.8813 -2.1544 -0.0621 -1.05
H -2.80352 -1.94517 -1.58817 0.5975 -0.0345 0.4319 0.47
H -3.97570 -1.32369 -0.83893 0.1093 0.3457 1.5114 0.49
O -3.64745 -1.52754 -1.69140 -0.7212 -0.2755 -2.2333 -0.96
H -0.29026 -3.23144 -1.07680 -0.8399 -1.0936 -0.3688 0.47
H 0.37373 -2.49123 0.26329 -1.2148 0.4885 -0.2586 0.51
O 0.25140 -2.50739 -0.84346 0.9958 0.2594 0.9088 -1.06
H -1.80959 -1.58072 0.58397 -0.1090 0.5597 0.4197 0.49
H -1.89189 -0.08325 0.66383 0.8268 0.7859 -0.2037 0.49
O -2.44643 -0.85090 0.72666 -0.6760 -1.0033 -0.2593 -1.00
H 1.56558 -1.39841 -2.71180 0.7178 -1.3792 -1.3961 0.46
H 0.69873 -1.27454 -1.49855 1.3762 0.8038 -1.3381 0.51
O 1.35984 -0.71190 -2.12370 -1.5952 0.6801 2.0886 -1.04

---

(2)
16
Properties=species:S:1:pos:R:3:forces:R:3:nbo_charge:R:1 method="wB97M-V/def2-TZVPD" relative_energy_ev=0.680 smiles=C[C@@H](O)CCO max_force_ev_per_a=0.38 e_homo_ev=-9.85
C 0.11712 -1.48895 1.54599 0.0180 0.0541 -0.0219 -0.62
C -0.21999 -0.54346 0.39897 0.2953 -0.2231 -0.0919 0.10
O -1.33769 0.22653 0.79678 -0.1664 -0.0040 -0.0025 -0.74
C 0.91431 0.40178 -0.01535 -0.0696 0.0518 -0.0030 -0.45
C 0.56717 1.19231 -1.28022 0.3048 -0.1507 -0.0764 -0.06
O -0.68691 1.88462 -1.18581 -0.1367 0.0348 -0.1703 -0.74
H -0.77949 -2.06492 1.80190 0.1749 0.0847 -0.0524 0.22
H 0.91539 -2.18963 1.27121 -0.1361 0.1641 0.0255 0.20
H 0.41991 -0.93209 2.44003 -0.0139 -0.0276 -0.1747 0.21
H -0.47138 -1.17255 -0.48015 -0.0444 0.1740 0.1245 0.14
H -1.37100 0.98130 0.18118 -0.1269 -0.1536 0.3006 0.49
H 1.83433 -0.14442 -0.25917 -0.1217 -0.0628 0.1593 0.21
H 1.13962 1.06881 0.82888 -0.0860 -0.0540 -0.1936 0.21
H 0.53148 0.49201 -2.12464 0.0282 0.1279 0.0770 0.17
H 1.34677 1.93615 -1.48441 -0.1098 -0.1343 -0.0011 0.18
H -1.26736 1.59176 -1.89856 0.1903 0.1186 0.1010 0.48

---

(3)
27
Properties=species:S:1:pos:R:3:forces:R:3:nbo_charge:R:1 method="wB97M-V/def2-TZVPD" relative_energy_ev=2.202 max_force_ev_per_a=5.30 e_homo_ev=-7.35
B 0.31110 -0.68524 -0.59291 -0.5024 2.6298 4.5751 1.20
C 2.78185 -2.57509 2.32820 2.0247 0.2532 1.2557 -0.20
C 1.43681 -2.36008 2.62209 -0.7055 -1.1193 2.0944 -0.21
C 3.36380 -2.17339 1.12747 -1.2941 -0.3927 -0.0308 -0.21
C 0.63290 -1.73841 1.69070 0.0383 0.7854 0.0052 -0.15
C 2.50021 -1.72865 0.15216 0.0380 0.2199 0.5128 -0.17
C 1.16019 -1.39903 0.47217 1.6269 -0.3330 -2.7997 -0.48
C -1.22942 0.30200 -2.02352 -0.2325 1.9157 -1.1512 -0.08
C -1.63992 1.20647 -0.83842 -1.6192 0.3200 0.0424 -0.09
C -2.93733 0.61968 -0.15061 2.4339 1.6623 3.4200 -0.62
C 0.49455 2.25851 -0.14408 -1.3765 0.6932 -1.6355 -0.43
N -0.55860 1.32587 0.09879 -0.2057 -4.0048 -1.1945 -0.65
O -0.53785 -0.79731 -1.50147 -0.5956 -2.0423 -2.5249 -0.71
H 3.56055 -2.91348 3.06147 -1.4136 -0.0221 -0.2558 0.22
H 0.95636 -2.69676 3.62859 1.2014 0.6890 -1.8928 0.23
H 4.41259 -2.24070 0.86674 0.0001 -0.3350 0.4417 0.22
H -0.35473 -1.34875 1.83994 -0.4811 -0.3344 0.6937 0.23
H 2.99104 -1.67396 -0.79832 -0.5322 0.7161 -0.8150 0.21
H -1.95894 -0.07066 -2.76918 -0.0216 0.2284 0.8405 0.20
H -0.52221 0.92797 -2.58655 0.0754 -0.4181 -0.1289 0.18
H -1.85193 2.19912 -1.25774 -0.1627 -0.0550 -0.2458 0.19
H -2.44408 -0.09411 0.57589 -0.9378 0.4488 -0.5022 0.21
H -3.60244 0.09219 -0.74220 -1.2371 -0.8661 -1.4964 0.20
H -3.51938 1.37922 0.51888 1.1969 -1.1810 -1.3565 0.21
H 0.27867 3.10392 0.46486 0.2589 1.3673 0.1457 0.18
H 1.26127 1.73197 0.25503 3.1582 -0.7620 1.4373 0.19
H 0.83371 2.52943 -1.18736 -0.7350 -0.0634 0.5654 0.14

---

(4)
92
Properties=species:S:1:pos:R:3:forces:R:3:lowdin_charge:R:1 method="wB97M-V/def2-TZVPD" relative_energy_ev=2.181 max_force_ev_per_a=3.37 e_homo_ev="-4.90 / -4.90"
Cd -1.12367 1.39317 -1.08474 -2.2261 -1.9749 0.0572 1.08
C -0.05298 -5.20406 2.73475 -0.4379 0.2092 0.7913 -0.10
C 0.31748 -4.01429 3.22764 -0.5778 -0.4647 -0.2897 -0.11
C 1.70418 -3.46315 3.21558 0.5108 0.3148 0.6414 -0.21
C 2.23760 -2.94817 1.86250 0.1755 0.1498 0.0571 -0.18
C 2.17860 -3.89096 0.68981 0.2740 -0.3311 -0.0172 -0.12
C 2.22774 -5.22531 0.77395 0.4463 0.6179 -0.8419 -0.12
C 2.26268 -6.08632 1.99251 -0.0076 -0.6418 -0.0881 -0.21
C 0.84181 -6.38393 2.49146 0.1432 -0.0899 -0.7076 -0.19
C -2.28580 0.38382 -2.53055 -0.8759 0.1636 -0.1235 -0.38
H -1.11755 -5.43732 2.58275 0.3628 0.2644 0.5002 0.11
H -0.41523 -3.34977 3.70835 -0.0920 -0.3452 -0.8060 0.09
H 2.43443 -4.17631 3.60690 -0.2164 0.2559 0.1676 0.09
H 1.68375 -2.60482 3.90225 0.3614 -0.1418 -0.0818 0.10
H 1.75871 -1.98619 1.61689 0.0357 -0.3466 -0.0761 0.08
H 3.31120 -2.73012 2.01716 -0.3009 0.1916 -0.0063 0.12
H 2.21274 -3.39430 -0.29559 -0.1733 -0.4646 0.4856 0.10
H 2.28790 -5.81454 -0.14864 -0.2210 0.4277 0.0865 0.10
H 2.93688 -5.73467 2.77234 -0.1447 0.0327 -0.0808 0.10
H 2.66312 -7.05065 1.66086 0.1378 0.0449 0.2085 0.10
H 0.37057 -6.99635 1.70580 0.0469 0.0140 0.2992 0.11
H 0.90813 -7.00941 3.39696 -0.2185 0.1858 -0.1738 0.12
H -3.04773 -0.13664 -1.92745 0.1494 0.3576 -0.4529 -0.08
H -1.78737 -0.38976 -3.12880 0.1155 0.4381 0.1576 -0.05
H -2.69558 1.21472 -3.14131 -0.1142 -0.7194 -0.1478 -0.07
P -0.48728 2.78698 0.80022 -0.3217 -0.6013 1.5119 0.89
P 0.63313 2.48439 -2.39421 0.6028 0.8206 -1.4360 0.89
C 1.26121 2.70154 0.34856 0.8796 0.2821 -1.0321 -0.33
C 1.68022 2.74290 -0.94459 0.3924 0.4242 0.9031 -0.34
C -0.80521 4.48262 1.34983 0.4143 0.9444 -0.0959 -0.39
C 0.30208 5.10693 1.94119 -0.0291 0.4075 0.0985 -0.10
C 0.23962 6.42942 2.38448 -0.2825 -0.0142 -0.0573 -0.07
C -0.96065 7.14306 2.24820 0.1309 -0.3643 -0.0113 -0.07
C -2.07789 6.52594 1.66490 0.1984 0.1001 0.1191 -0.08
C -2.00427 5.20924 1.19660 0.4816 -0.2495 0.1181 -0.08
C -0.47802 1.80399 2.34970 -0.1337 -0.0931 -0.1149 -0.38
C -0.03262 0.48793 2.17051 -0.3157 -0.1149 -0.1583 -0.13
C -0.38273 -0.49133 3.09356 0.3259 0.1506 0.3195 -0.06
C -0.92530 -0.10454 4.32612 0.0317 0.1008 -0.3889 -0.06
C -1.23096 1.23939 4.56819 -0.0443 -0.2393 -0.0831 -0.08
C -1.09107 2.18331 3.55124 0.0559 -0.2887 -0.4666 -0.08
C 1.02469 4.00689 -3.32973 0.4651 0.7743 0.0281 -0.35
C 0.92330 5.23294 -2.63429 0.2548 -0.2132 -0.2555 -0.10
C 1.48681 6.39186 -3.17233 -0.0515 -0.0739 -0.3149 -0.08
C 2.14410 6.34798 -4.41461 -0.1653 -0.2910 0.3140 -0.08
C 2.22564 5.14200 -5.11726 -0.3373 0.1437 0.1555 -0.07
C 1.63161 3.98911 -4.59730 0.0781 0.0758 0.4070 -0.08
C 1.48538 1.18887 -3.37003 0.2883 -0.2838 0.2107 -0.38
C 0.90037 0.63200 -4.52802 0.2590 0.1120 0.4121 -0.10
C 1.57377 -0.37549 -5.22433 0.1242 0.1326 0.1953 -0.07
C 2.81887 -0.83523 -4.77275 -0.1207 0.3249 0.1452 -0.07
C 3.40196 -0.26671 -3.63568 -0.1123 -0.1745 -0.1541 -0.07
C 2.72991 0.72382 -2.92551 -0.1845 -0.0412 -0.3652 -0.09
H 1.97416 2.65176 1.18468 -0.0841 0.3946 -0.4722 0.09
H 2.70068 3.03171 -1.21512 0.0993 -0.5031 0.5443 0.09
H 1.23425 4.54940 2.03754 -0.2272 0.2581 0.0989 0.10
H 1.12197 6.89594 2.83802 -0.4211 -0.1874 -0.2050 0.11
H -1.01723 8.17584 2.60883 -0.0520 -0.4354 -0.1959 0.11
H -3.01072 7.09227 1.58130 0.3383 -0.3004 -0.0501 0.11
H -2.86456 4.74188 0.72172 0.1181 0.0977 0.0943 0.11
H 0.51756 0.22184 1.25656 -0.4824 -0.1078 0.3027 0.08
H -0.23986 -1.54459 2.84370 0.0952 0.4495 0.1252 0.08
H -1.13263 -0.86772 5.07678 0.0020 0.2567 -0.1482 0.11
H -1.64193 1.53624 5.53007 0.0062 -0.0467 -0.1890 0.10
H -1.50850 3.17972 3.65075 0.1720 -0.0095 0.1469 0.10
H 0.45312 5.25968 -1.64363 0.1682 0.0405 -0.3577 0.10
H 1.42391 7.33496 -2.62086 0.0079 -0.3626 -0.2128 0.11
H 2.59439 7.25027 -4.82562 -0.0751 -0.2088 0.1300 0.10
H 2.76166 5.08776 -6.06756 -0.2622 0.0654 0.2700 0.11
H 1.68786 3.05478 -5.14905 0.1179 0.1598 0.0951 0.09
H -0.07367 0.98819 -4.87116 0.2458 -0.1622 0.1117 0.11
H 1.12789 -0.79957 -6.12607 0.1073 0.0950 0.3276 0.11
H 3.33503 -1.63378 -5.30515 -0.1400 0.2343 0.0972 0.11
H 4.38486 -0.59078 -3.29264 -0.2890 -0.0273 -0.1033 0.11
H 3.17619 1.13930 -2.02544 0.0000 -0.1711 -0.2234 0.09
C -5.32945 -4.03768 0.86700 0.5008 -0.2964 -0.3463 -0.11
C -5.33691 -2.62560 0.87069 0.3666 0.4274 0.0765 -0.12
C -4.20424 -1.90163 0.52881 -0.2149 -0.4848 -0.1040 -0.07
C -3.03860 -2.57505 0.08545 -0.0767 -2.0916 -0.0854 -0.24
C -1.86830 -1.90827 -0.28859 1.0427 3.1220 0.7231 -0.12
C -0.72276 -2.54016 -0.65480 -0.3404 -2.0427 -0.3688 -0.19
C -0.75925 -3.98304 -0.82812 -0.1151 0.4565 0.2594 -0.11
C -1.89496 -4.69690 -0.48129 0.6553 0.1240 -0.2993 -0.09
C -3.05205 -4.04116 0.01661 -0.0165 1.4894 0.0284 -0.19
C -4.20713 -4.72720 0.43120 -0.5676 0.0340 0.1953 -0.07
H -6.20999 -4.59271 1.19189 0.1569 0.1742 -0.1292 0.09
H -6.24256 -2.09680 1.14907 0.0422 -0.0589 0.1201 0.08
H -4.14780 -0.80569 0.57407 -0.1835 -0.4770 -0.0419 0.09
H 0.21043 -1.99027 -0.84942 -0.2898 -0.3136 -0.0889 0.05
H 0.12364 -4.50454 -1.21674 -0.3675 0.0519 0.1683 0.08
H -1.92252 -5.78596 -0.59199 0.0449 0.2995 0.0194 0.10
H -4.20021 -5.81689 0.37445 -0.1196 0.1580 0.1242 0.10